No. 1
# C19H42O10

A cluster of 7 separate species, C19H42O10 in total (ωB97M-V/def2-TZVPD, the OMol25 dataset).

Geometry as XYZ:
```
71
Properties=species:S:1:pos:R:3:forces:R:3:mulliken_charge:R:1
O 1.6531 1.8783 -5.1258 -0.3 -0.4 0.0 -0.594
C 1.3005 1.0343 -4.3271 0.0 0.4 -0.1 -0.041
C 0.7519 1.3921 -2.9856 0.2 -0.4 0.3 -0.446
C 1.0907 0.6408 -1.9354 -0.3 0.2 -0.3 0.033
C 1.9772 -0.5317 -2.1880 0.2 -0.1 0.2 0.228
O 2.8401 -0.9075 -1.4220 -0.4 0.0 -0.1 -0.593
C 1.7441 -1.1997 -3.5070 0.2 0.1 -0.7 0.763
C 1.8147 -2.6971 -3.6118 -0.6 0.3 0.4 -0.941
O 0.4906 -3.2043 -3.4293 -0.1 0.1 -0.2 -0.218
O 0.1756 -3.0319 -2.0566 0.2 -0.3 0.6 -0.343
C 1.4242 -0.4300 -4.5558 0.2 -0.2 0.7 -0.489
H 0.1020 2.2483 -2.9167 0.1 0.3 0.0 0.507
H 0.7413 0.8261 -0.9239 0.3 0.0 -0.1 0.521
H 2.0905 -2.9901 -4.6173 0.1 -0.2 -0.1 0.409
H 2.4476 -3.1355 -2.8469 0.3 0.0 -0.1 0.321
H -0.2706 -2.1728 -1.9679 -0.4 0.1 -0.4 0.343
H 1.2474 -0.8421 -5.5368 0.2 0.1 -0.2 0.598
C -0.1169 0.0460 3.2840 -0.1 0.1 -0.1 -1.036
C 0.7631 -0.1823 2.0716 0.0 0.2 0.1 -0.268
O 0.5880 0.8425 1.0858 -0.2 -0.1 0.1 -0.487
H -1.1678 0.0831 2.9921 0.0 -0.1 0.0 0.285
H 0.0167 -0.7466 4.0192 0.0 0.1 0.1 0.277
H 0.1235 0.9990 3.7607 0.1 -0.1 0.1 0.339
H 0.5137 -1.1239 1.5842 0.0 0.0 -0.1 0.314
H 1.8165 -0.2174 2.3627 0.0 -0.1 0.0 0.268
H 0.8190 1.6840 1.4898 0.0 0.0 0.0 0.245
C -3.2594 0.5210 -2.7252 0.1 0.0 0.0 -0.772
C -3.2045 -0.8218 -2.0250 0.0 0.3 0.0 -0.378
O -1.9435 -0.9921 -1.3805 0.3 -0.3 0.0 -0.443
H -2.4552 0.6026 -3.4552 -0.1 0.0 -0.1 0.146
H -4.2121 0.6551 -3.2417 0.0 0.0 0.0 0.363
H -3.1375 1.3346 -2.0048 -0.1 0.0 0.1 0.265
H -3.3052 -1.6343 -2.7431 0.1 -0.1 0.0 0.388
H -4.0068 -0.9110 -1.2868 0.0 0.0 0.0 0.193
H -1.8382 -0.2794 -0.7428 0.0 0.0 0.1 0.157
C 3.0809 -3.2232 5.4956 0.0 0.0 0.0 -1.158
C 2.6792 -1.9083 4.8525 0.1 0.1 0.4 0.014
O 1.9739 -1.0816 5.7728 -0.1 -0.1 -0.2 -0.487
H 2.1986 -3.7533 5.8550 0.0 0.0 0.0 0.300
H 3.6112 -3.8633 4.7883 0.0 0.0 0.0 0.334
H 3.7301 -3.0458 6.3560 0.1 0.0 0.0 0.289
H 2.0163 -2.0838 4.0061 0.0 0.0 0.0 0.221
H 3.5629 -1.3715 4.4892 0.0 -0.1 -0.1 0.237
H 2.5688 -0.9183 6.5121 0.1 0.2 0.1 0.228
C -6.4921 2.4364 -1.0292 0.1 0.0 0.0 -0.989
C -6.4017 1.1068 -0.3034 0.1 0.2 0.1 -0.252
O -5.1527 0.9543 0.3675 0.0 -0.1 -0.1 -0.466
H -5.6811 2.5291 -1.7522 0.0 0.0 0.0 0.224
H -7.4433 2.5335 -1.5543 0.0 0.0 0.0 0.327
H -6.4015 3.2673 -0.3254 -0.1 0.0 0.0 0.346
H -6.4747 0.2809 -1.0097 0.0 -0.1 0.0 0.254
H -7.2179 1.0102 0.4201 -0.1 -0.1 -0.1 0.324
H -5.0729 1.6678 1.0062 0.0 0.0 0.1 0.264
C -0.6579 0.8389 -7.9000 0.1 0.1 0.1 -1.000
C -1.5079 0.0759 -6.9007 -0.1 0.2 -0.2 -0.166
O -2.0121 0.9289 -5.8748 0.1 -0.1 0.1 -0.417
H 0.1762 1.3272 -7.3944 0.0 0.0 0.0 0.210
H -0.2616 0.1727 -8.6678 0.0 0.0 0.0 0.321
H -1.2458 1.6181 -8.3910 0.0 0.0 -0.1 0.397
H -0.9152 -0.6884 -6.3996 -0.1 0.0 0.1 0.126
H -2.3437 -0.4200 -7.4054 0.1 -0.1 0.0 0.340
H -2.5526 1.6044 -6.2933 0.0 0.1 0.0 0.249
C 5.4591 2.2239 7.8621 0.0 0.0 -0.1 -1.077
C 4.3901 1.2538 8.3273 0.2 0.0 0.0 -0.200
O 4.3864 0.0587 7.5453 -0.2 0.0 -0.1 -0.459
H 5.3082 2.4804 6.8134 0.0 0.0 0.0 0.287
H 5.4403 3.1399 8.4536 0.0 0.0 0.0 0.331
H 6.4521 1.7771 7.9514 0.0 0.0 0.1 0.335
H 3.4006 1.6942 8.2204 0.0 -0.1 0.0 0.279
H 4.5369 0.9969 9.3811 -0.1 0.1 0.0 0.264
H 5.2486 -0.3562 7.6338 0.0 0.0 0.0 0.255
```
Positions in Å, forces in eV/Å.

**SMILES**: O=C1C=CC(=O)C(COO)=C1.CCO.CCO.CCO.CCO.CCO.CCO
**HOMO**: -9.44 eV
**ΔE to the lowest compared entry with this formula, charge and spin**: 0.0 kcal per mole
**HOMO-LUMO gap**: 8.85 eV


No. 2
# C28H35N5OP2Pt

A structure of composition C28H35N5OP2Pt at a distorted geometry (ωB97M-V/def2-TZVPD, the OMol25 dataset).

Geometry as XYZ:
```
72
Properties=species:S:1:pos:R:3:forces:R:3:mulliken_charge:R:1
Pt -3.3824 1.0939 2.7276 -1.4 -0.5 -0.5 0.954
C -4.8067 -0.8679 1.5511 1.4 -0.4 1.0 -0.572
C -3.4933 -0.9749 2.0644 -0.8 -1.6 -1.2 -0.955
C -2.3216 -1.2137 1.1101 -0.3 -0.3 0.3 -0.671
C -1.5492 0.0360 0.6777 0.3 0.2 0.1 0.030
C -2.3231 1.3374 0.7853 -0.4 0.3 -1.0 -0.781
C -3.5585 1.5247 0.1175 1.5 0.2 1.9 -0.427
C -4.2679 0.4677 -0.6303 -0.8 -0.8 -0.6 -0.760
C -5.1899 -0.5237 0.1847 -0.4 1.2 -1.1 -0.806
C -4.0134 2.9890 3.0278 -1.0 0.7 -0.6 -1.132
H -5.6285 -1.1597 2.1976 0.1 0.2 0.1 0.404
H -3.4006 -1.5644 2.9928 -0.3 0.8 -0.1 0.773
H -2.6916 -1.7742 0.2368 0.0 0.2 0.3 0.470
H -1.6328 -1.8862 1.6525 -0.3 0.3 -0.3 0.582
H -0.6548 0.1212 1.3076 -0.2 0.1 -0.2 0.124
H -1.1785 -0.1089 -0.3408 0.1 0.1 -0.1 0.266
H -1.7035 2.2349 0.9044 -0.3 -0.1 0.2 0.810
H -4.0008 2.5270 0.1160 0.3 -0.3 0.0 0.496
H -3.5534 -0.1341 -1.2226 -0.1 0.4 0.3 0.303
H -4.9430 0.9628 -1.3550 0.4 -0.3 0.3 0.474
H -6.2084 -0.0906 0.2215 0.5 -0.3 0.0 0.555
H -5.2835 -1.4377 -0.4354 0.0 0.1 0.4 0.362
H -5.1059 2.9054 3.1522 0.6 0.4 0.1 0.345
H -3.7516 3.6543 2.1985 0.0 -0.1 0.3 0.366
H -3.5146 3.2673 3.9710 0.0 -0.3 -0.2 0.396
P 1.6728 1.4547 -0.7398 -0.1 -0.8 -1.0 -0.055
P 1.8283 -1.7119 0.5346 -0.6 0.8 -1.9 -0.323
N 1.2288 2.2534 -2.2307 -0.4 0.5 -0.3 0.455
N 3.1642 2.5054 -0.5583 1.1 1.0 0.6 0.316
N 1.0948 -2.6752 -0.7654 -0.7 -0.3 -0.2 0.325
N 2.8143 -3.0673 1.1393 1.4 -1.1 1.1 0.358
C 2.5522 0.0507 -1.5752 -0.1 -0.3 0.4 -0.744
C 3.1270 -0.9433 -0.5573 0.1 0.0 0.4 -1.280
C 0.0865 3.0564 -2.3220 0.7 -0.2 -1.1 -0.460
C 0.0388 3.6071 -3.5955 0.2 -0.5 0.7 -0.621
C 1.1888 3.1501 -4.3163 0.2 -0.5 1.1 -0.810
C 1.9139 2.3422 -3.4493 -1.0 0.5 -0.1 -0.110
C 3.4049 3.2754 0.5818 -0.9 -1.5 -2.0 -0.168
C 4.6321 3.9161 0.4492 2.3 0.1 -2.2 -0.614
C 5.1912 3.5076 -0.8047 0.0 1.5 2.5 -0.682
C 4.2616 2.6649 -1.4125 -1.5 -0.4 1.0 0.202
C -0.2988 -2.7599 -0.8712 0.6 -0.6 -0.9 -0.729
C -0.6433 -3.3274 -2.0898 0.6 0.4 0.9 -0.528
C 0.5812 -3.6216 -2.7654 0.6 0.4 0.7 -1.266
C 1.6262 -3.2029 -1.9455 -1.1 -0.3 -0.2 -0.028
C 3.4078 -4.1759 0.5158 -1.0 1.6 0.8 0.147
C 4.1653 -4.8721 1.4583 0.5 0.7 2.9 -0.591
C 4.0721 -4.1490 2.6966 1.1 -2.3 -1.8 -0.556
C 3.2585 -3.0495 2.4731 -1.1 0.2 -2.4 -0.156
H 3.3858 0.4271 -2.1824 -0.1 -0.1 0.1 0.324
H 1.8515 -0.4441 -2.2707 0.2 0.2 0.4 0.504
H 3.6802 -1.7377 -1.0806 -0.1 0.2 0.2 0.570
H 3.8277 -0.4324 0.1245 0.0 -0.2 -0.3 0.516
H -0.5689 3.1314 -1.4678 0.0 0.1 -0.1 0.342
H -0.7340 4.2581 -3.9706 0.0 0.0 0.0 0.435
H 1.4554 3.3684 -5.3427 -0.1 0.0 0.2 0.454
H 2.8449 1.8263 -3.6153 -0.3 -0.1 -0.2 0.390
H 2.6717 3.2942 1.3693 0.0 0.0 0.1 0.461
H 5.0778 4.6065 1.1500 0.0 -0.1 0.0 0.445
H 6.1494 3.7828 -1.2261 -0.1 0.1 0.2 0.459
H 4.3155 2.1911 -2.3816 0.0 0.1 0.3 0.243
H -0.9025 -2.4867 -0.0299 0.1 0.0 -0.2 0.572
H -1.6556 -3.5076 -2.4316 0.3 -0.1 0.0 0.442
H 0.6872 -4.1028 -3.7286 0.0 0.1 0.1 0.465
H 2.6905 -3.2959 -2.0896 -0.1 0.2 -0.2 0.452
H 3.2524 -4.3949 -0.5271 -0.1 0.0 0.0 0.398
H 4.7269 -5.7780 1.2835 0.0 0.1 0.0 0.470
H 4.5608 -4.4029 3.6254 -0.1 0.0 -0.1 0.459
H 2.9377 -2.2509 3.1204 0.0 0.1 0.1 0.450
O -6.2024 -0.3209 5.7294 1.3 0.9 -2.0 -0.540
C -5.4911 0.1110 4.8606 -1.1 -0.9 2.3 0.617
N -4.7726 0.5445 4.0188 0.2 0.2 0.6 -0.617
```
Positions in Å, forces in eV/Å.

**Expectation value of S²**: 6.033
**Spin multiplicity**: 5
**HOMO (alpha / beta)**: -8.61 / -12.79 eV
**HOMO-LUMO gap (alpha / beta)**: 2.10 / 4.15 eV
**Charge**: +2


No. 3
# C6H8KNaO6

A structure of composition C6H8KNaO6 at a distorted geometry (ωB97M-V/def2-TZVPD, the OMol25 dataset).

Geometry as XYZ:
```
22
Properties=species:S:1:pos:R:3:forces:R:3:mulliken_charge:R:1
O -0.7311 -0.4265 2.5712 -1.8 0.0 0.7 -0.218
C 0.3499 -1.1803 2.2436 1.9 2.1 -2.5 -0.251
C -1.9098 -1.2003 2.3407 0.2 0.2 0.1 -0.362
O -0.0803 -2.1492 1.3113 -0.3 -0.9 -0.1 -0.147
C -1.5011 -2.0914 1.1632 0.2 0.0 0.3 -0.294
H -2.7337 -0.5161 2.1162 0.2 -0.2 0.1 0.264
H -2.1432 -1.7890 3.2388 0.0 0.0 -0.2 0.271
H -1.7630 -1.6503 0.1921 0.1 -0.1 0.2 0.226
H -1.8932 -3.1118 1.2349 -0.1 0.2 -0.1 0.260
O 1.3585 -0.4519 1.8128 0.8 -2.6 2.0 -0.452
K 3.2579 -2.1272 0.5426 -0.9 0.8 0.4 0.867
C 1.7652 0.8844 0.2111 -0.5 2.4 -0.5 -1.142
C 0.9323 0.7943 -1.0337 -0.2 -0.6 -0.2 0.280
O 0.8018 2.1111 -1.6416 0.1 0.1 0.2 -0.284
C 0.1599 2.2237 -2.8227 0.8 0.0 -0.3 0.772
O -0.3961 1.2165 -3.3303 -0.5 -0.3 -0.2 -0.870
O 0.2446 3.3501 -3.3789 -0.5 0.1 -0.1 -0.860
H 1.3318 1.6006 0.9274 -0.3 -0.6 -0.2 0.230
H 2.7015 1.4287 -0.0028 0.5 -0.9 -0.1 0.381
H -0.0767 0.4026 -0.8479 0.2 0.1 0.1 0.123
H 1.3961 0.1308 -1.7827 -0.1 0.2 0.1 0.196
Na -1.0711 2.5515 -5.0652 0.4 -0.1 0.7 1.010
```
Positions in Å, forces in eV/Å.

**HOMO (alpha / beta)**: -6.09 / -5.04 eV
**ΔE to the lowest compared entry with this formula, charge and spin**: 0.0 kcal per mole
**HOMO-LUMO gap (alpha / beta)**: 5.28 / 4.27 eV


No. 4
# C30H38AsMnN6OSSi

A structure of composition C30H38AsMnN6OSSi at a distorted geometry (ωB97M-V/def2-TZVPD, the OMol25 dataset).

Geometry as XYZ:
```
79
Properties=species:S:1:pos:R:3:forces:R:3:mulliken_charge:R:1
Mn -0.2198 0.2597 0.3817 0.8 -0.2 -0.9 0.657
N -3.2630 -0.0289 -2.7188 -0.1 0.0 -0.1 -0.079
C -3.2182 1.3394 -2.8741 0.0 0.0 0.0 -0.699
C -2.2375 1.7733 -2.0378 0.0 0.0 0.1 -0.344
N -1.6878 0.6977 -1.3813 0.0 0.0 0.2 0.023
C -2.3265 -0.3687 -1.8111 0.0 0.1 -0.1 -0.051
C -1.9364 -1.6778 -1.3177 0.0 -0.1 -0.1 0.180
N -1.1110 -1.7656 -0.3015 0.2 0.2 0.2 0.369
C -0.8295 -3.0983 -0.1347 0.1 0.0 0.1 -0.353
C -1.5096 -3.8231 -1.0629 0.0 0.0 0.0 -0.758
N -2.2094 -2.9030 -1.8124 -0.1 -0.1 -0.1 -0.062
H -3.9107 -0.6438 -3.1791 0.0 0.0 0.0 0.168
H -3.8639 1.8640 -3.5582 0.0 -0.1 0.1 0.405
H -1.8738 2.7748 -1.8741 0.0 -0.1 0.0 0.486
H -0.1454 -3.4393 0.6274 0.0 0.0 -0.1 0.325
H -1.5579 -4.8816 -1.2570 0.0 0.1 0.0 0.432
H -2.7871 -3.1185 -2.6054 0.0 0.0 0.0 0.166
C -3.1157 0.3126 2.8592 0.0 0.0 -0.2 -1.266
As -1.2086 0.6607 2.6488 -0.7 0.0 1.1 0.729
C -0.5343 -0.6487 3.9200 0.1 -0.1 -0.1 -1.216
C -1.0788 2.3110 3.6867 0.2 0.0 -0.2 -1.097
H -3.4054 0.3506 3.9064 0.0 0.0 0.1 0.403
H -3.3407 -0.6750 2.4585 0.0 0.0 0.0 0.350
H -3.6870 1.0510 2.2993 0.0 0.0 0.0 0.382
H -0.8908 -0.4254 4.9228 -0.1 0.0 0.0 0.528
H 0.5521 -0.6605 3.9075 0.1 0.0 0.0 0.231
H -0.8966 -1.6322 3.6222 0.0 0.0 0.0 0.366
H -1.0097 2.0593 4.7409 0.0 0.0 0.1 0.422
H -1.9723 2.9077 3.5180 0.0 0.0 0.0 0.474
H -0.2027 2.8865 3.3914 0.0 0.0 0.0 0.135
O 1.4883 -0.5066 0.8873 -0.3 -0.1 0.2 0.813
Si 2.9935 -0.8800 1.2774 0.0 0.3 0.1 -1.655
C 3.5934 0.2281 2.6948 0.0 0.0 -0.1 0.524
C 2.7115 1.0923 3.3462 0.2 0.0 0.0 0.320
C 3.1083 1.8451 4.4460 0.0 0.1 0.0 -0.776
C 4.4190 1.7660 4.8995 0.0 0.0 0.0 -0.648
C 5.3226 0.9291 4.2546 0.0 0.0 -0.1 -0.799
C 4.9080 0.1633 3.1702 0.0 0.0 0.1 -0.192
C 3.1789 -2.6444 1.8875 0.1 0.0 -0.2 0.667
C 4.4130 -3.2945 1.7712 -0.1 -0.1 0.1 -0.263
C 4.5973 -4.5785 2.2709 0.0 0.0 0.0 -0.765
C 3.5453 -5.2373 2.8948 0.0 0.0 0.0 -0.536
C 2.3127 -4.6086 3.0197 0.0 0.0 0.0 -0.735
C 2.1357 -3.3244 2.5201 0.0 0.0 0.0 -0.163
C 4.1422 -0.6464 -0.1957 0.1 0.0 0.1 0.672
C 5.0436 0.4164 -0.2957 0.0 0.0 0.0 -0.072
C 5.8363 0.5910 -1.4261 0.0 0.0 0.0 -0.835
C 5.7434 -0.3074 -2.4795 0.0 0.0 0.0 -0.565
C 4.8631 -1.3806 -2.3959 -0.1 0.0 0.0 -0.624
C 4.0724 -1.5452 -1.2661 0.0 0.1 -0.1 -0.328
H 1.7008 1.1718 2.9729 -0.2 0.0 0.0 -0.020
H 2.3988 2.4914 4.9554 0.0 0.0 -0.1 0.448
H 4.7349 2.3539 5.7540 0.0 0.0 0.0 0.397
H 6.3460 0.8682 4.6078 -0.1 0.0 0.0 0.426
H 5.6164 -0.5094 2.6930 0.0 0.1 0.0 0.387
H 5.2394 -2.7951 1.2718 -0.1 -0.1 0.0 0.323
H 5.5586 -5.0689 2.1696 0.0 0.0 0.0 0.425
H 3.6843 -6.2394 3.2822 0.0 0.0 0.0 0.384
H 1.4926 -5.1233 3.5083 0.0 0.0 0.0 0.416
H 1.1679 -2.8376 2.6210 0.1 0.0 0.0 0.140
H 5.1505 1.1111 0.5350 0.0 -0.1 0.0 0.537
H 6.5258 1.4259 -1.4857 0.0 -0.1 0.0 0.425
H 6.3625 -0.1794 -3.3595 0.0 0.0 0.0 0.387
H 4.7935 -2.0868 -3.2158 0.0 0.0 0.1 0.409
H 3.3877 -2.3881 -1.2126 0.1 0.0 0.0 0.400
C 3.9964 4.0022 1.0451 0.0 -0.1 0.1 -1.181
N 2.9705 3.2002 0.4075 0.3 -0.1 0.0 0.018
C 1.6739 3.4715 0.4046 -0.1 0.0 0.1 0.550
S 0.6274 2.5059 -0.5435 -0.3 0.3 0.0 -0.519
N 1.2633 4.5340 1.1080 -0.2 0.0 0.0 -0.144
C -0.1059 5.0244 1.1781 0.1 0.0 -0.1 -0.923
H 4.9590 3.5365 0.8559 0.0 0.0 0.0 0.264
H 3.8577 4.0458 2.1264 0.0 0.0 0.1 0.387
H 4.0143 5.0131 0.6330 0.0 0.0 0.0 0.476
H 3.2345 2.3504 -0.0657 0.1 -0.1 -0.1 0.077
H 1.9734 5.1258 1.5062 0.0 0.0 0.1 0.229
H -0.7890 4.1932 1.0518 0.0 -0.1 0.0 0.248
H -0.3080 5.7620 0.4011 0.0 0.0 0.0 0.321
H -0.2644 5.4814 2.1529 0.0 0.0 0.0 0.366
```
Positions in Å, forces in eV/Å.

**Expectation value of S²**: 8.756
**Spin multiplicity**: 6
**HOMO (alpha / beta)**: -10.57 / -10.67 eV
**ΔE to the lowest compared entry with this formula, charge and spin**: 3.3 kcal per mole
**HOMO-LUMO gap (alpha / beta)**: 8.45 / 8.45 eV
**Charge**: +1


E for the records above, in order: -40853.549 -60901.239 -39374.966 -153586.813 eV